1.
# C31H36N6O6OsS

A molecular structure, C31H36N6O6OsS at a distorted geometry (ωB97M-V/def2-TZVPD, the Open Molecules 2025 dataset).

Atoms and positions in Å:
Os  -0.40464  -0.19783  0.33374
C  -3.33763  0.66811  1.46319
O  -2.11762  1.05427  0.76401
C  -1.90388  2.41916  0.53438
C  -2.90380  3.36105  0.64605
C  -2.60227  4.68094  0.33314
C  -1.32791  5.03584  -0.08923
C  -0.33480  4.07785  -0.19014
C  -0.62060  2.75990  0.14312
N  0.34515  1.71105  0.09396
N  1.54898  2.08239  -0.02965
C  2.54599  1.20221  -0.25358
C  2.29047  -0.09352  -0.77621
O  1.09886  -0.60665  -0.90908
C  3.37060  -0.86060  -1.27390
C  4.63907  -0.38107  -1.19365
C  4.94795  0.89546  -0.62928
C  6.27572  1.35609  -0.55236
C  6.55308  2.59255  -0.03237
C  5.50579  3.40425  0.42717
C  4.20172  2.97320  0.36989
C  3.89948  1.71008  -0.16357
H  -4.19111  0.81446  0.80528
H  -3.43124  1.26998  2.36428
H  -3.23166  -0.37784  1.72062
H  -3.90475  3.09370  0.94981
H  -3.38027  5.42926  0.40432
H  -1.10987  6.06195  -0.35139
H  0.65904  4.33461  -0.52921
H  3.14639  -1.82068  -1.71793
H  5.45783  -0.98335  -1.57188
H  7.07314  0.71905  -0.91654
H  7.57351  2.94769  0.02100
H  5.72853  4.38343  0.83108
H  3.40397  3.61025  0.72809
C  1.26590  1.81126  5.27218
N  0.57026  0.96998  4.29168
C  -0.28123  -0.07337  4.57342
C  -0.67356  -0.58634  3.37934
N  -0.06466  0.14224  2.37570
C  0.67588  1.07212  2.96290
H  0.83308  1.63230  6.25138
H  1.13625  2.85937  5.01670
H  2.32412  1.56435  5.29810
H  -0.53085  -0.35219  5.58331
H  -1.32618  -1.41906  3.16231
H  1.29027  1.80544  2.46805
C  0.42574  -4.43400  0.55285
S  0.53651  -3.16971  1.80110
C  2.18318  -3.52307  2.37822
O  0.78619  -1.85633  1.03729
H  0.20151  -5.37773  1.05312
H  1.35654  -4.49152  -0.00927
H  -0.40067  -4.16578  -0.09903
H  2.20059  -4.54499  2.75914
H  2.40507  -2.82436  3.18282
H  2.87924  -3.39707  1.55001
C  -2.18819  -4.55565  -2.01515
C  -3.18839  -4.66766  -0.86674
C  -3.73590  -3.31562  -0.31628
C  -4.98230  -3.58690  0.54292
C  -5.56263  -2.34068  1.19950
C  -4.14134  -2.49418  -1.53388
O  -5.11156  -2.71644  -2.19269
N  -3.25629  -1.46147  -1.92669
C  -2.19183  -1.12043  -1.19275
O  -1.35844  -0.21587  -1.52130
N  -1.90798  -1.65228  0.00437
C  -2.64624  -2.68651  0.54980
O  -2.39886  -3.08926  1.66449
H  -1.74284  -5.52836  -2.22168
H  -1.37015  -3.85666  -1.80999
H  -2.67441  -4.22717  -2.93508
H  -2.76749  -5.20511  -0.01453
H  -4.05622  -5.23650  -1.20214
H  -4.71314  -4.32719  1.29575
H  -5.72336  -4.03960  -0.11460
H  -4.87870  -1.92624  1.94395
H  -6.49036  -2.58033  1.71772
H  -5.80077  -1.57088  0.45830
H  -3.43422  -0.98588  -2.80371

Output
- HOMO-LUMO gap (spin up / spin down): 0.2251 / 0.2250 Ha
- Charge: +2
- LUMO energy (spin up / spin down): -6.8 / -6.8 eV
- Spin multiplicity: 1
- E: -67245.9183 eV



2.
# CH7NO4

3 unconnected molecules or ions with the total composition CH7NO4 at a distorted geometry (ωB97M-V/def2-TZVPD, the Open Molecules 2025 dataset).

Atoms and positions in Å:
N  -0.01967  2.24780  -0.06520
C  -1.47014  1.88755  -0.18575
O  -2.34740  2.57556  -0.65516
O  -1.75791  0.55982  0.10661
H  0.10302  3.24655  -0.44606
H  0.58031  1.37907  -0.20581
H  -1.27905  0.36348  0.91308
O  -0.39153  -0.53733  2.41662
H  0.38257  -0.34507  2.93059
H  -0.83235  -1.13666  3.05593
O  2.12976  -3.12014  -2.66177
H  1.85226  -3.97251  -2.84977
H  3.05014  -3.14812  -2.35332

Output
- HOMO-LUMO gap: 0.3803 Ha
- Structure (SMILES): NC(=O)O.O.O
- Charge: 0
- LUMO energy: 0.3 eV
- Spin multiplicity: 1
- E: -10830.5480 eV



3.
# C5H9NO2

A molecular structure, C5H9NO2 at a distorted geometry (ωB97M-V/def2-TZVPD, the Open Molecules 2025 dataset).

Atoms and positions in Å:
C  0.85545  -0.48534  0.10027
C  1.39928  -0.82782  1.42569
C  -0.05549  0.69176  0.00739
C  -1.47033  0.18726  -0.36067
N  1.25690  0.95719  -1.05669
C  -1.78008  -0.76722  -1.25206
O  -2.36675  0.81122  0.39744
O  -0.10641  1.60771  0.90908
H  -1.78279  1.49453  0.87358
H  0.77707  -1.28418  -0.63234
H  1.77033  1.71261  -0.61816
H  0.84017  1.10002  -1.96983
H  1.59267  0.08043  2.00061
H  0.60691  -1.37186  1.95728
H  2.28102  -1.46176  1.34711
H  -1.02190  -1.32676  -1.77386
H  -2.79605  -1.11779  -1.35484

Output
- HOMO-LUMO gap: 0.3149 Ha
- Charge: 0
- LUMO energy: 0.1 eV
- Spin multiplicity: 1
- E: -10912.3270 eV



4.
# C17H20Cl5N8O7S4Ta

A molecular structure, C17H20Cl5N8O7S4Ta at a distorted geometry (ωB97M-V/def2-TZVPD, the Open Molecules 2025 dataset).

Atoms and positions in Å:
Ta  0.16429  1.00399  0.41931
Cl  0.79864  -1.09607  7.67846
C  0.67094  -0.80433  5.99166
C  0.82799  0.48971  5.49591
Cl  1.13462  1.79521  6.56681
C  0.73067  0.72096  4.12851
Cl  0.89113  2.30903  3.48924
C  0.48307  -0.32931  3.23863
O  0.38216  -0.07664  1.94016
C  0.31469  -1.61916  3.74042
Cl  0.00038  -2.91265  2.66568
C  0.41242  -1.85176  5.11144
Cl  0.20841  -3.44374  5.72102
N  -2.16897  1.38397  2.30359
N  -3.38357  1.10462  1.63563
C  -3.40136  0.10970  0.71111
N  -4.47016  0.12605  -0.10673
S  -2.25834  -1.10362  0.65171
H  -2.28564  1.15260  3.28412
H  -2.01971  2.38672  2.22560
H  -3.88499  1.94747  1.38664
H  -5.01941  0.96244  -0.22433
H  -4.45403  -0.53009  -0.86759
N  1.44379  5.58249  -0.34267
N  2.53074  4.63700  -0.62764
H  1.24463  5.45627  0.64422
H  0.61511  5.22310  -0.80937
H  3.35730  5.22439  -0.59966
H  2.42464  4.35010  -1.59409
N  -0.62749  -6.42758  -3.38208
C  -0.09933  -5.26301  -2.87304
C  -0.16803  -4.99104  -1.50219
C  0.34151  -3.81437  -0.99639
C  0.91866  -2.88401  -1.85136
C  0.99942  -3.14335  -3.21502
C  0.48628  -4.31797  -3.72375
S  1.62209  -1.42552  -1.18534
O  2.67793  -0.98515  -2.04820
O  1.85824  -1.64860  0.21308
N  0.38924  -0.26841  -1.22506
C  0.40321  0.53950  -2.37680
S  -0.04651  0.00994  -3.94214
C  0.21459  1.61394  -4.50876
C  0.58633  2.41726  -3.48492
N  0.71935  1.79157  -2.26942
H  -0.78953  -7.18461  -2.74147
H  -0.33197  -6.71029  -4.29990
H  -0.62069  -5.71391  -0.83475
H  0.30324  -3.60507  0.06287
H  1.48937  -2.43585  -3.86932
H  0.54690  -4.51839  -4.78631
H  0.07517  1.87887  -5.54285
H  0.77564  3.47643  -3.56253
O  -1.55327  1.67805  -0.75547
S  -1.48526  3.14822  -0.35750
O  -1.07898  4.01941  -1.40894
O  -0.27592  2.92600  0.67136
O  -2.63543  3.55116  0.40377
C  2.23518  1.46244  0.39325
H  2.73695  0.84570  1.14045
H  2.37382  2.52896  0.58518
H  2.66981  1.25118  -0.58422

Output
- HOMO-LUMO gap: 0.2810 Ha
- Charge: 0
- LUMO energy: -0.4 eV
- Spin multiplicity: 1
- E: -151713.7421 eV